{
  "formula": "C12H20N2O5Si",
  "method": "ωB97M-V/def2-TZVPD",
  "spin_multiplicity": 1,
  "de_lowest_kj_mol": 0.0,
  "e_tot_ha": -1244.50494,
  "e_homo_ev": -9.37,
  "elements": ["Si", "O", "O", "O", "O", "O", "N", "N", "C", "C", "C", "C", "C", "C", "C", "C", "C", "C", "C", "C", "H", "H", "H", "H", "H", "H", "H", "H", "H", "H", "H", "H", "H", "H", "H", "H", "H", "H", "H", "H"],
  "positions_angstrom": [[-3.188, -0.609, 1.199], [3.655, 0.906, -2.917], [0.907, 0.090, -2.972], [4.684, -0.514, 1.546], [2.379, -0.280, -0.221], [-3.061, -1.866, -1.638], [-1.006, -0.989, -2.378], [0.179, 0.303, -0.812], [1.493, 0.801, -0.319], [-4.939, -0.669, 0.605], [3.700, 0.186, -0.574], [3.504, 1.375, -1.534], [-0.861, 0.293, 0.104], [-2.798, 0.745, 2.432], [-2.056, -1.166, -1.441], [-1.949, -0.442, -0.174], [-2.796, -2.183, 2.028], [2.081, 1.899, -1.194], [4.470, 0.558, 0.667], [0.069, -0.154, -2.112], [-3.554, -2.641, 2.645], [1.492, 1.992, -2.121], [2.083, 2.902, -0.801], [-5.160, 0.057, -0.176], [-0.739, 0.838, 1.029], [1.294, 1.067, 0.734], [-3.264, 1.722, 2.346], [2.829, 0.511, -3.092], [-3.132, 0.382, 3.403], [-1.042, -1.525, -3.213], [-1.875, -2.039, 2.628], [3.886, 1.327, 1.228], [4.173, -0.670, -1.069], [5.463, 0.960, 0.414], [-1.756, 0.853, 2.686], [-5.363, -1.525, 0.095], [-2.568, -3.011, 1.353], [-5.527, -0.358, 1.511], [4.027, -1.237, 1.446], [4.265, 2.110, -1.341]]
}

***

{
  "formula": "C12H20N4O3",
  "method": "ωB97M-V/def2-TZVPD",
  "spin_multiplicity": 1,
  "de_lowest_kj_mol": 154.8,
  "e_tot_ha": -914.01779,
  "e_homo_ev": -8.88,
  "elements": ["O", "O", "O", "N", "N", "N", "N", "C", "C", "C", "C", "C", "C", "C", "C", "C", "C", "C", "C", "H", "H", "H", "H", "H", "H", "H", "H", "H", "H", "H", "H", "H", "H", "H", "H", "H", "H", "H", "H"],
  "positions_angstrom": [[2.895, 1.074, -1.260], [2.417, -2.245, 1.482], [1.670, -0.886, 3.097], [1.660, 3.281, -0.380], [-1.018, 1.312, -4.006], [0.118, 2.795, -2.773], [1.541, -0.387, -0.267], [1.080, 2.008, 0.022], [-1.081, -2.432, 2.976], [0.674, -0.792, 0.835], [-1.341, -2.340, 1.437], [-1.182, 0.943, -2.640], [-0.184, 2.371, -3.972], [-2.456, -1.232, 1.202], [-0.182, -1.971, 0.398], [1.631, -1.258, 1.931], [-0.474, 1.880, -1.913], [-0.398, 2.000, -0.365], [1.952, 0.889, -0.496], [-1.836, 0.117, -2.299], [-1.826, -3.312, 1.195], [-0.952, 1.269, 0.188], [-0.784, 3.035, -0.140], [0.090, 0.071, 1.158], [-1.351, 0.864, -4.837], [1.436, 3.403, -1.379], [3.013, -2.494, 2.224], [-1.970, -0.283, 1.032], [0.500, -2.887, 0.282], [-3.067, -1.530, 0.366], [2.229, -1.014, -0.573], [-0.293, -3.093, 3.285], [-0.841, -1.436, 3.302], [-0.615, -1.757, -0.574], [1.131, 1.967, 1.130], [0.200, 2.884, -4.817], [-3.036, -1.213, 2.108], [2.669, 3.225, -0.386], [-2.021, -2.826, 3.428]]
}

***

{
  "formula": "C12H20NO2",
  "method": "ωB97M-V/def2-TZVPD",
  "total_charge": 1,
  "spin_multiplicity": 1,
  "de_lowest_kj_mol": 1.4,
  "e_tot_ha": -674.25504,
  "e_homo_ev": -11.83,
  "elements": ["O", "O", "N", "C", "C", "C", "C", "C", "C", "C", "C", "C", "C", "C", "C", "H", "H", "H", "H", "H", "H", "H", "H", "H", "H", "H", "H", "H", "H", "H", "H", "H", "H", "H", "H"],
  "positions_angstrom": [[1.003, 0.257, -0.118], [-3.644, -1.399, 0.593], [-1.526, -0.151, -0.127], [4.677, 0.126, -0.200], [2.526, -1.601, -0.075], [-1.034, 0.776, 0.918], [3.393, 0.661, -0.175], [4.888, -1.240, -0.160], [2.326, -0.229, -0.113], [-2.760, 0.238, -0.838], [0.432, 0.411, 1.169], [-3.967, -0.130, 0.045], [3.811, -2.108, -0.101], [-5.249, -0.153, -0.775], [3.180, 2.143, -0.210], [3.969, -3.175, -0.075], [-1.093, 1.793, 0.526], [-5.193, -0.921, -1.544], [-1.753, -1.069, 0.292], [1.675, -2.267, -0.034], [2.187, 2.385, -0.581], [5.519, 0.799, -0.250], [-5.409, 0.810, -1.251], [-2.816, -0.334, -1.766], [3.291, 2.562, 0.791], [-0.700, -0.250, -0.753], [3.920, 2.615, -0.850], [0.515, -0.525, 1.738], [-1.627, 0.698, 1.828], [0.933, 1.204, 1.735], [-4.447, -1.840, 0.888], [-6.104, -0.362, -0.137], [5.894, -1.628, -0.179], [-2.749, 1.302, -1.072], [-4.066, 0.601, 0.862]]
}

***

{
  "formula": "C12H21AsBrINO2RuS4Si2",
  "method": "ωB97M-V/def2-TZVPD",
  "total_charge": -2,
  "spin_multiplicity": 2,
  "de_lowest_kj_mol": 2.4,
  "e_tot_ha": -8049.45333,
  "s2": 0.807,
  "e_homo_ev": [-1.71, -1.62],
  "elements": ["I", "Ru", "Br", "As", "S", "S", "S", "S", "Si", "Si", "O", "O", "N", "C", "C", "C", "C", "C", "C", "C", "C", "C", "C", "C", "C", "H", "H", "H", "H", "H", "H", "H", "H", "H", "H", "H", "H", "H", "H", "H", "H", "H", "H", "H", "H", "H"],
  "positions_angstrom": [[1.093, -3.043, 3.936], [0.237, -0.770, 2.731], [-1.061, 6.211, 1.187], [-0.386, -2.296, 0.719], [1.041, 2.291, 4.377], [-2.536, 1.140, 3.444], [1.518, 0.376, 4.319], [-1.632, -0.584, 3.528], [1.287, -2.034, -0.891], [-2.164, -1.413, -0.507], [2.227, 0.696, 1.287], [0.024, 0.913, 1.559], [2.176, 4.465, -0.637], [0.964, -3.221, -2.338], [1.176, 1.337, 1.218], [2.140, 3.219, -0.162], [1.564, -0.354, -1.727], [-3.660, -1.060, 0.581], [2.911, -2.592, -0.118], [-1.881, 0.124, -1.571], [1.231, 5.301, -0.223], [1.171, 2.758, 0.716], [0.231, 4.922, 0.660], [-2.745, -2.776, -1.698], [0.177, 3.630, 1.144], [2.542, 0.036, -1.444], [-4.554, -1.059, -0.054], [0.817, 0.384, -1.446], [1.534, -0.469, -2.817], [2.919, 2.540, -0.484], [-3.584, -0.098, 1.089], [-3.043, -3.660, -1.129], [0.712, -4.223, -1.985], [-1.966, -3.086, -2.396], [-3.787, -1.822, 1.354], [2.819, -3.605, 0.282], [0.146, -2.869, -2.972], [-2.793, 0.366, -2.128], [-1.620, 0.977, -0.939], [-1.071, -0.021, -2.288], [-3.609, -2.429, -2.276], [-0.583, 3.273, 1.830], [3.192, -1.930, 0.703], [1.261, 6.317, -0.603], [1.864, -3.285, -2.959], [3.704, -2.576, -0.872]]
}

***

{
  "formula": "C12H21BN3O6S",
  "method": "ωB97M-V/def2-TZVPD",
  "total_charge": 1,
  "spin_multiplicity": 1,
  "e_tot_ha": -1508.03693,
  "e_homo_ev": -12.97,
  "elements": ["S", "O", "O", "O", "O", "O", "O", "N", "N", "N", "C", "C", "C", "C", "C", "C", "C", "C", "C", "C", "C", "C", "B", "H", "H", "H", "H", "H", "H", "H", "H", "H", "H", "H", "H", "H", "H", "H", "H", "H", "H", "H", "H", "H"],
  "positions_angstrom": [[1.906, 3.871, 5.722], [2.246, 2.588, 6.297], [3.103, 4.303, 4.701], [0.747, 3.635, 4.601], [0.936, -4.914, -1.951], [1.548, 5.021, 6.519], [2.569, -3.711, -0.286], [1.116, 2.483, -0.134], [-2.557, -0.939, -3.374], [0.893, -2.308, -1.684], [-1.178, -0.881, -2.745], [2.725, 3.955, 3.371], [1.700, -1.060, -1.323], [-0.465, -2.311, -2.355], [1.207, 4.104, 3.335], [-5.049, -1.502, -2.513], [-0.008, -5.425, -0.904], [-3.028, -0.732, -0.727], [1.853, 1.867, -1.336], [1.102, 0.423, -1.688], [-3.451, -1.062, -2.311], [-0.371, 0.546, -2.422], [1.487, -3.670, -1.311], [-5.655, -0.486, -2.462], [-5.340, -2.144, -1.555], [0.754, 3.525, 2.526], [0.630, -5.525, 0.073], [-2.333, -1.558, -0.273], [-0.563, -6.404, -1.229], [0.964, 1.693, 0.563], [2.219, -3.267, 0.559], [3.001, 1.736, -1.152], [3.225, 4.601, 2.646], [3.023, 2.915, 3.197], [-5.241, -2.100, -3.501], [0.916, 5.155, 3.235], [0.122, 2.743, -0.414], [-4.009, -0.668, -0.051], [-2.512, 0.330, -0.615], [-1.039, -3.317, -2.612], [-0.843, 1.586, -2.677], [-0.837, -4.598, -0.734], [2.758, -1.157, -0.795], [1.727, 2.658, -2.209]]
}

***

{
  "formula": "C12H21ClCuN3O4",
  "method": "ωB97M-V/def2-TZVPD",
  "spin_multiplicity": 1,
  "de_lowest_kj_mol": 161.0,
  "e_tot_ha": -3035.38188,
  "e_homo_ev": -11.10,
  "elements": ["Cu", "Cl", "O", "O", "O", "O", "N", "N", "N", "C", "C", "C", "C", "C", "C", "C", "C", "C", "C", "C", "C", "H", "H", "H", "H", "H", "H", "H", "H", "H", "H", "H", "H", "H", "H", "H", "H", "H", "H", "H", "H", "H"],
  "positions_angstrom": [[-4.504, -0.412, -0.002], [-1.717, 0.349, 0.162], [-1.851, 0.325, 1.596], [-2.667, 1.315, -0.368], [-0.371, 0.642, -0.193], [-2.134, -0.962, -0.364], [-0.172, -2.994, -5.551], [3.109, 1.541, 2.834], [0.688, -2.923, 4.578], [2.043, -2.539, 0.812], [0.310, -2.817, 3.493], [1.448, 2.981, 1.428], [-0.583, 0.784, -4.646], [-0.774, -1.501, -3.511], [-1.485, -0.205, -3.918], [0.202, 3.435, 2.207], [-0.132, -2.708, 2.116], [-0.434, -2.352, -4.639], [2.381, 2.173, 2.214], [0.596, 3.937, 3.603], [0.793, -3.377, 1.099], [1.736, -1.540, 0.480], [2.012, 3.802, 0.985], [2.640, -3.027, 0.041], [1.157, 2.313, 0.612], [0.104, 1.282, -3.959], [-1.428, -2.060, -2.833], [-2.349, -0.476, -4.530], [-0.505, 2.609, 2.253], [0.265, -3.512, 0.155], [0.078, -1.287, -2.861], [1.311, 4.752, 3.467], [1.114, 3.184, 4.192], [1.143, -4.357, 1.433], [-0.216, 4.280, 1.662], [2.706, -2.338, 1.656], [-0.305, 4.295, 4.096], [-1.117, 1.506, -5.260], [0.095, 0.265, -5.336], [-0.164, -1.655, 1.819], [-1.851, 0.288, -3.015], [-1.171, -3.019, 1.994]]
}

***

Q: Number 1 is which compound?
A: C12H20N2O5Si

***

What did the third record say?
{
  "formula": "C12H20NO2",
  "method": "ωB97M-V/def2-TZVPD",
  "total_charge": 1,
  "spin_multiplicity": 1,
  "de_lowest_kj_mol": 1.4,
  "e_tot_ha": -674.25504,
  "e_homo_ev": -11.83,
  "elements": ["O", "O", "N", "C", "C", "C", "C", "C", "C", "C", "C", "C", "C", "C", "C", "H", "H", "H", "H", "H", "H", "H", "H", "H", "H", "H", "H", "H", "H", "H", "H", "H", "H", "H", "H"],
  "positions_angstrom": [[1.003, 0.257, -0.118], [-3.644, -1.399, 0.593], [-1.526, -0.151, -0.127], [4.677, 0.126, -0.200], [2.526, -1.601, -0.075], [-1.034, 0.776, 0.918], [3.393, 0.661, -0.175], [4.888, -1.240, -0.160], [2.326, -0.229, -0.113], [-2.760, 0.238, -0.838], [0.432, 0.411, 1.169], [-3.967, -0.130, 0.045], [3.811, -2.108, -0.101], [-5.249, -0.153, -0.775], [3.180, 2.143, -0.210], [3.969, -3.175, -0.075], [-1.093, 1.793, 0.526], [-5.193, -0.921, -1.544], [-1.753, -1.069, 0.292], [1.675, -2.267, -0.034], [2.187, 2.385, -0.581], [5.519, 0.799, -0.250], [-5.409, 0.810, -1.251], [-2.816, -0.334, -1.766], [3.291, 2.562, 0.791], [-0.700, -0.250, -0.753], [3.920, 2.615, -0.850], [0.515, -0.525, 1.738], [-1.627, 0.698, 1.828], [0.933, 1.204, 1.735], [-4.447, -1.840, 0.888], [-6.104, -0.362, -0.137], [5.894, -1.628, -0.179], [-2.749, 1.302, -1.072], [-4.066, 0.601, 0.862]]
}